Entry from the Open Molecules 2025 dataset: the ion C5H15N2 with charge +2 (ωB97M-V with the def2-TZVPD basis set).

Positions of all 22 atoms, in Å:
N 1.24 0.61 1.38
C 1.15 0.84 -0.18
C 2.48 0.41 -0.79
C -0.05 -0.03 -0.77
N -1.03 -0.59 0.19
C -1.79 -1.74 -0.31
C -2.04 0.44 0.64
H 0.39 0.06 1.56
H 1.28 1.49 1.89
H 2.16 0.18 1.51
H 0.79 1.87 -0.33
H 2.62 0.64 -1.85
H 2.58 -0.67 -0.73
H 3.25 1.07 -0.36
H 0.38 -0.92 -1.25
H -0.57 0.52 -1.57
H -2.50 -1.39 -1.06
H -2.28 -2.26 0.51
H -1.08 -2.46 -0.75
H -2.68 0.71 -0.21
H -2.71 -0.07 1.36
H -1.56 1.29 1.12

Calculated total energy   -8388.622 eV
Multiplicity   2
Lowest unoccupied orbital energy (alpha / beta)   -7.11 / -12.45 eV
Orbital gap (alpha / beta)   13.814 / 8.614 eV
Net charge   +2
ΔE to the lowest compared entry with this formula, charge and spin   38.9 kcal per mole